[1]
Below is 2 unconnected molecules or ions with the total composition C2H5OS at a distorted geometry, with properties calculated with the ωB97M-V functional and the def2-TZVPD basis.

```
9
Properties=species:S:1:pos:R:3:forces:R:3:nbo_charge:R:1
S 1.36834 0.41932 1.22469 0.476 -0.256 0.364 -0.041
H 1.69755 1.69205 1.42437 0.175 0.347 0.080 0.106
C -0.54507 -1.45577 -1.08503 -0.944 0.043 -0.301 -0.555
C -1.31888 -0.37192 -1.17408 1.233 0.094 1.480 0.174
O -1.13737 0.73345 -0.40855 -1.177 1.290 -0.430 -0.739
H -0.80673 -2.33417 -1.65085 0.153 -0.089 -0.122 0.208
H 0.22042 -1.52228 -0.32994 0.201 -0.049 -0.139 0.189
H -2.21195 -0.23268 -1.76082 0.053 -0.288 -0.380 0.185
H -0.36996 0.86222 0.18021 -0.170 -1.093 -0.552 0.474
```
Positions in Å, forces in eV/Å.

Calculated values
- 2S+1 = 2
- net charge = 0
- E_HOMO (alpha / beta) (Eh) = -0.3209 / -0.3208
- lowest unoccupied orbital energy (alpha / beta) (eV) = 0.68 / -3.20
- total energy (hartree) = -552.5304



[2]
Below is 2 unconnected molecules or ions with the total composition C2H5PS at a distorted geometry, with properties calculated with the ωB97M-V functional and the def2-TZVPD basis.

```
9
Properties=species:S:1:pos:R:3:forces:R:3:nbo_charge:R:1
C 1.26456 -0.66110 0.03530 -3.751 -1.826 0.187 -0.332
C -0.88534 -0.44268 -0.07108 3.615 1.953 -0.040 -0.667
P -1.10496 1.38703 -0.09945 -1.380 -1.269 1.632 0.297
S 2.35999 0.35986 -0.42246 -0.243 -0.054 0.191 0.155
H 1.26076 -1.74255 0.34457 0.792 1.247 -0.245 0.196
H -1.39971 -0.88374 0.74315 0.007 -0.528 0.964 0.207
H -1.03621 -0.95506 -0.95681 -0.328 -1.030 -1.795 0.193
H 0.03123 1.69742 -0.75942 1.433 0.350 -0.725 -0.032
H -0.49032 1.24082 1.18619 -0.145 1.156 -0.170 -0.018
```
Positions in Å, forces in eV/Å.

Calculated values
- net charge = 0
- E_HOMO (Eh) = -0.2994
- lowest unoccupied orbital energy (eV) = -0.29
- total energy (hartree) = -818.5963



[3]
Below is 2 unconnected molecules or ions with the total composition C2H5PS at a distorted geometry, with properties calculated with the ωB97M-V functional and the def2-TZVPD basis.

```
9
Properties=species:S:1:pos:R:3:forces:R:3:nbo_charge:R:1
P 1.04909 -0.94403 0.38624 2.633 -1.704 -2.171 0.689
S 2.55523 0.24072 0.29258 0.257 0.625 -0.132 -0.578
H -0.09964 -0.57485 0.83644 -2.829 1.113 1.655 -0.049
H 0.52558 -1.54845 -0.81029 0.440 0.302 0.312 -0.034
H 1.42396 -2.09456 1.07199 -0.467 -0.301 0.329 -0.022
C -1.38212 1.76231 -0.68751 1.639 0.669 -0.760 -0.276
C -0.23131 2.09889 -0.90126 -2.910 -0.964 0.443 -0.214
H -2.43136 1.54442 -0.69655 0.289 0.001 0.307 0.240
H 0.75605 2.31411 -1.15721 0.947 0.259 0.016 0.244
```
Positions in Å, forces in eV/Å.

Calculated values
- net charge = 0
- E_HOMO (Eh) = -0.3315
- lowest unoccupied orbital energy (eV) = 0.80
- total energy (hartree) = -818.6296



[4]
Below is a single C2H5PS molecule at a distorted geometry, with properties calculated with the ωB97M-V functional and the def2-TZVPD basis.

```
9
Properties=species:S:1:pos:R:3:forces:R:3:nbo_charge:R:1
C 1.41642 1.39741 0.48544 0.300 0.385 0.061 -0.452
C 0.43835 0.54448 0.55352 -0.733 -2.919 -2.455 -0.155
S 0.20910 -0.93845 -0.94904 1.095 2.822 1.934 -0.187
P -1.36789 -1.98596 -0.13468 -0.365 -0.081 0.364 0.194
H 1.54116 2.14167 1.25925 -0.035 0.076 0.099 0.218
H 2.12515 1.40618 -0.32186 0.168 -0.040 -0.210 0.218
H -0.33652 0.39960 1.27922 -0.166 0.080 0.283 0.204
H -2.25189 -1.85378 -1.21296 -0.328 0.044 -0.151 -0.027
H -0.92381 -3.23132 -0.59013 0.064 -0.368 0.074 -0.015
```
Positions in Å, forces in eV/Å.

Calculated values
- net charge = 0
- E_HOMO (Eh) = -0.3296
- lowest unoccupied orbital energy (eV) = 0.96
- total energy (hartree) = -818.6753



[5]
Below is a gas-phase ion, C2H5S (charge -1), with properties calculated with the ωB97M-V functional and the def2-TZVPD basis.

```
8
Properties=species:S:1:pos:R:3:forces:R:3:nbo_charge:R:1
C -0.77647 0.12785 0.13438 -0.127 -0.129 0.225 -0.614
C 0.71997 -0.06254 0.01641 0.230 -0.464 -0.346 -0.524
S 1.25887 -0.61010 -1.63401 -0.003 0.045 -0.205 -0.745
H -1.29949 -0.81006 -0.05666 -0.007 -0.039 -0.109 0.193
H -1.11996 0.85895 -0.59559 -0.073 0.078 -0.028 0.195
H -1.04270 0.45494 1.14659 -0.140 0.146 0.056 0.162
H 1.04978 -0.83370 0.72027 -0.050 0.204 0.238 0.168
H 1.21002 0.87466 0.26861 0.170 0.159 0.168 0.164
```
Positions in Å, forces in eV/Å.

Calculated values
- net charge = -1
- E_HOMO (Eh) = -0.0746
- lowest unoccupied orbital energy (eV) = 4.57
- total energy (hartree) = -477.4073



[6]
Below is a single C2H6B2 molecule at a distorted geometry, with properties calculated with the ωB97M-V functional and the def2-TZVPD basis.

```
10
Properties=species:S:1:pos:R:3:forces:R:3:nbo_charge:R:1
B -0.87020 1.06582 0.81795 2.146 -0.358 -0.664 0.434
C -0.42374 -0.40780 0.79174 1.084 2.143 -1.600 -0.443
C 0.30894 -1.04086 -0.13456 0.468 1.876 -1.693 -0.487
B 0.99993 -0.18264 -1.30259 -1.041 -0.541 -0.603 0.386
H -1.90044 1.29822 1.20217 -1.765 0.492 0.509 -0.088
H -0.09080 1.91515 0.54828 -0.120 0.293 -0.060 -0.072
H -0.70028 -0.84388 1.65862 -1.435 -2.413 2.518 0.196
H 0.33858 -2.09219 -0.13069 0.431 -1.361 0.266 0.207
H 1.16023 1.01346 -0.93043 0.238 -1.367 -1.024 -0.067
H 1.17777 -0.72530 -2.52046 -0.006 1.238 2.352 -0.065
```
Positions in Å, forces in eV/Å.

Calculated values
- net charge = 0
- E_HOMO (Eh) = -0.3675
- lowest unoccupied orbital energy (eV) = -0.56
- total energy (hartree) = -129.3795



[7]
Below is 2 unconnected molecules or ions with the total composition C2H6BClO2 at a distorted geometry, with properties calculated with the ωB97M-V functional and the def2-TZVPD basis.

```
12
Properties=species:S:1:pos:R:3:forces:R:3:nbo_charge:R:1
B 0.51065 1.48570 -0.03663 -1.768 -2.794 0.012 1.068
C 0.10444 -1.21597 -0.56972 -1.008 -2.481 -0.700 -0.731
C 0.91472 -0.09654 -0.09823 -0.003 0.918 3.688 -0.251
O -0.82027 1.78394 0.10614 -0.312 0.617 0.186 -0.913
O 1.39618 2.41830 -0.27679 1.050 4.269 0.271 -0.881
Cl 2.64827 -0.47158 0.00327 -0.951 0.207 -0.200 0.009
H 0.34940 -2.27333 -0.33488 0.498 0.856 1.107 0.241
H 0.14541 -1.40206 -1.60590 0.896 0.721 -2.106 0.238
H -0.97681 -1.23250 -0.54029 -0.375 0.983 1.045 0.243
H 0.23392 -0.08504 1.78440 1.162 0.107 -2.517 -0.047
H -1.34872 1.19721 0.65362 0.214 -0.187 -0.191 0.505
H 1.11254 3.40564 -0.09144 0.598 -3.217 -0.596 0.518
```
Positions in Å, forces in eV/Å.

Calculated values
- net charge = 0
- E_HOMO (alpha / beta) (Eh) = -0.3296 / -0.3259
- lowest unoccupied orbital energy (alpha / beta) (eV) = -0.56 / -0.57
- total energy (hartree) = -715.2951



[8]
Below is a single C2H6BNO molecule at a distorted geometry, with properties calculated with the ωB97M-V functional and the def2-TZVPD basis.

```
11
Properties=species:S:1:pos:R:3:forces:R:3:nbo_charge:R:1
B -1.81483 1.04257 0.05170 5.511 -2.657 0.396 0.961
C 0.94453 0.12465 0.38432 -1.531 -4.508 1.016 -0.209
C -0.37371 -0.84641 -0.05046 3.985 1.475 -1.614 -0.104
N 0.71424 1.38284 -0.03350 -2.342 1.773 -2.104 -0.841
O -1.55701 -0.21366 0.11140 -3.137 1.417 0.999 -0.668
H -2.52731 1.83390 0.00635 -2.709 2.543 -0.205 -0.110
H 0.97456 0.00703 1.49616 0.649 0.228 -0.699 0.170
H 1.70137 -0.55518 -0.17294 -0.431 1.257 1.026 0.161
H -0.19078 -0.79296 -1.11326 -0.048 -0.774 -0.583 0.157
H -0.32801 -1.82395 0.30444 -0.377 -1.563 0.879 0.185
H 0.60449 1.25703 -1.07698 0.428 0.809 0.889 0.297
```
Positions in Å, forces in eV/Å.

Calculated values
- net charge = 0
- E_HOMO (Eh) = -0.2833
- lowest unoccupied orbital energy (eV) = 0.35
- total energy (hartree) = -234.5188